1.
DFT (ωB97M-V with the def2-TZVPD basis set) results for a single C17H17ClN2O3S molecule in a non-equilibrium geometry.

Structure (ORCA input):
```
! wB97M-V def2-TZVPD RIJCOSX def2/J DEFGRID3
* xyz 0 1
C -0.05419 2.10557 -3.49038
C 0.13403 1.80315 -1.99142
C 0.60268 3.09271 -1.28407
N 1.18546 0.75375 -1.95414
C 1.05298 -0.28731 -1.15305
C 2.04799 -1.39027 -1.25631
C 1.57558 -2.69658 -1.17883
C 2.50488 -3.77658 -1.18453
C 3.86299 -3.53532 -1.33770
Cl 4.99104 -4.87061 -1.38699
C 4.33097 -2.22649 -1.45775
C 3.40036 -1.14893 -1.39412
C -0.08285 -0.37442 -0.22064
C -0.08675 -1.27185 0.85507
C -1.16922 -1.30433 1.73764
C -2.22959 -0.38363 1.58979
N -3.21829 -0.33382 2.54907
S -2.96550 0.48747 3.99376
C -3.05289 2.22280 3.52492
O -1.65000 0.10016 4.48454
O -4.02147 0.14483 4.87250
C -2.21739 0.47193 0.50098
C -1.14956 0.45479 -0.40343
O -1.16164 1.31387 -1.47903
H -0.85791 2.82358 -3.66785
H 0.90135 2.52748 -3.88302
H -0.22561 1.17723 -4.02359
H 1.62550 3.35345 -1.58138
H 0.58449 2.94465 -0.21622
H -0.12811 3.92556 -1.47548
H 0.50615 -2.91813 -1.08549
H 2.12499 -4.77758 -1.12272
H 5.37853 -2.00172 -1.58858
H 3.78085 -0.15252 -1.44895
H 0.76539 -1.93040 1.09628
H -1.19408 -1.96361 2.63245
H -3.58323 -1.22163 2.85819
H -2.46703 2.39689 2.61204
H -4.08440 2.44523 3.30538
H -2.71657 2.85263 4.33797
H -3.03994 1.16805 0.31507
*
```

Values from the calculation:
Energy above the lowest of the compared OMol25 structures with the same formula, charge and spin: 30.3 kcal/mol
Electronic energy: -50384.660 eV
LUMO energy: -0.110 eV
SMILES: CC1(C)N=C(c2ccc(Cl)cc2)c2ccc(NS(C)(=O)=O)cc2O1
E_HOMO: -8.8 eV

Here are the Mulliken charges for atoms 1 to 8, given in e: -1.62, 1.35, -1.56, -0.59, 0.38, 0.25, -0.35, -0.79

***

2.
DFT (ωB97M-V with the def2-TZVPD basis set) results for a single C17H17ClN4O molecule.

Structure (ORCA input):
```
! wB97M-V def2-TZVPD RIJCOSX def2/J DEFGRID3
* xyz 0 1
O -1.01038 0.07841 2.36384
C -0.96813 -0.71582 1.43927
C 0.31447 -1.10048 0.81764
C 1.37461 -0.30743 1.00289
C 2.69595 -0.48524 0.43155
C 3.13072 -1.71927 -0.06054
C 4.39081 -1.88025 -0.59939
C 5.26059 -0.80319 -0.66392
C 4.86235 0.43086 -0.18267
C 3.59787 0.58445 0.36070
Cl 3.14930 2.15222 0.93589
N -2.11513 -1.29971 0.96083
C -3.36512 -0.62926 1.26882
C -3.86067 0.11089 -0.00211
N -2.75918 0.25261 -0.92923
C -1.84123 1.23009 -0.68833
N -2.22090 2.24254 0.09681
C -1.33642 3.19471 0.30861
C -0.06834 3.17999 -0.25607
C 0.21070 2.10057 -1.07871
N -0.65641 1.13184 -1.30226
C -2.29983 -1.01467 -1.45295
C -2.21184 -2.02766 -0.28320
H 0.36583 -1.97805 0.19604
H 1.22673 0.57239 1.61645
H 2.46740 -2.56778 0.00235
H 4.69906 -2.84713 -0.96765
H 6.24743 -0.92194 -1.08421
H 5.52886 1.27826 -0.22457
H -3.15886 0.07769 2.07326
H -4.10086 -1.36382 1.60843
H -4.64702 -0.45512 -0.50796
H -4.22915 1.10291 0.25150
H -1.66284 3.99617 0.95948
H 0.65295 3.95600 -0.06624
H 1.16475 1.99215 -1.58071
H -1.32349 -0.84469 -1.90686
H -3.00299 -1.36475 -2.21485
H -3.12580 -2.62721 -0.22752
H -1.37578 -2.71126 -0.41445
*
```

Values from the calculation:
Energy above the lowest of the compared OMol25 structures with the same formula, charge and spin: 3.5 kcal/mol
Electronic energy: -38435.504 eV
LUMO energy: -0.030 eV
SMILES: O=C(/C=C/c1ccccc1Cl)N1CCN(c2ncccn2)CC1
E_HOMO: -8.2 eV

Here are the Mulliken charges for atoms 1 to 8, given in e: -0.68, 0.85, -0.65, -0.38, 0.40, -0.35, -0.83, -0.35

***

3.
DFT (ωB97M-V with the def2-TZVPD basis set) results for a molecular structure, C17H17FN2OS in a non-equilibrium geometry.

Structure (ORCA input):
```
! wB97M-V def2-TZVPD RIJCOSX def2/J DEFGRID3
* xyz 0 1
O -1.57100 -2.85987 -1.14010
C -1.45164 -1.77986 -0.68133
N -0.38865 -1.26486 0.04082
C -0.22691 -0.03272 0.45635
C 0.92892 0.40750 -0.45397
N 1.99348 -0.36691 -0.08469
C 3.25461 0.07958 0.04243
C 4.34392 -0.53860 0.33219
C 5.61152 -0.07924 0.44037
C 6.04302 1.10305 0.04451
C 4.96310 2.13332 -0.50197
C 3.62381 1.55750 -0.71483
F 2.84745 2.08832 -1.34531
H 5.26401 2.99859 -0.88517
H 7.00747 1.49446 -0.00735
H 6.34685 -0.76232 1.11593
H 4.15437 -1.68921 0.91629
C 1.73912 -1.67445 -0.52920
C 0.71767 -2.10540 0.12133
H 0.85683 -2.24232 1.36059
H 0.29738 -3.20113 -0.29203
H 1.37499 -1.49796 -1.51946
H 2.65537 -2.13175 -0.45202
H 1.05824 1.62313 0.27475
H 0.61766 0.85656 -1.60247
H -1.07766 0.64489 0.31050
H -0.02436 -0.18930 1.54912
C -2.74789 -0.71299 -0.78603
C -3.52720 -0.45454 0.42535
C -4.63022 0.30009 0.33676
C -5.37060 0.93105 1.28122
C -6.56371 1.50935 0.82462
C -6.65338 1.63599 -0.37811
S -5.45028 0.65256 -1.25750
H -7.49642 2.00689 -0.95544
H -7.17505 2.18572 1.68588
H -5.06088 0.66783 2.18203
H -3.07763 -0.60034 1.57776
H -3.20628 -0.69264 -1.73182
*
```

Values from the calculation:
Electronic energy: -36471.263 eV
LUMO energy: -0.336 eV
E_HOMO: -7.8 eV

Here are the Mulliken charges for atoms 1 to 8, given in e: -0.57, 0.62, 0.28, -0.97, -0.60, 0.30, 0.47, 0.06

***

4.
DFT (ωB97M-V with the def2-TZVPD basis set) results for a single C17H17N3O3S2 molecule in a non-equilibrium geometry.

Structure (ORCA input):
```
! wB97M-V def2-TZVPD RIJCOSX def2/J DEFGRID3
* xyz 0 1
C -4.04571 -0.33097 1.51739
C -3.45572 0.33854 0.32722
C -3.11355 -0.25517 -0.84935
S -2.46291 0.88812 -1.95904
C -2.69648 2.11027 -0.72920
C -2.30621 3.53314 -0.96091
C -3.15415 4.08997 -1.99462
N -3.83868 4.48544 -2.81762
C -0.81530 3.67682 -1.34559
O -0.43320 4.49080 -2.14079
C 0.08095 2.69740 -0.68144
C -0.11655 2.26622 0.62999
C 0.72256 1.30583 1.16681
C 1.74428 0.78429 0.39732
S 2.78285 -0.52639 1.04595
O 2.37988 -0.78944 2.40081
O 4.15500 -0.21011 0.78849
N 2.32441 -1.75292 -0.00543
C 3.35671 -2.72837 -0.32592
C 3.02759 -3.93418 0.55033
C 1.50070 -3.95791 0.47970
C 1.12273 -2.46864 0.40904
C 1.97415 1.22624 -0.89156
C 1.14632 2.19311 -1.42967
N -3.20691 1.67434 0.36464
H -4.98557 0.15016 1.78068
H -3.37183 -0.23494 2.36686
H -4.22190 -1.38300 1.31444
H -3.21305 -1.28387 -1.12931
H -2.47445 4.09800 -0.03473
H -0.90726 2.68116 1.23533
H 0.59994 0.94923 2.17734
H 3.27462 -2.98132 -1.38818
H 4.33164 -2.28585 -0.13224
H 3.35617 -3.74251 1.57237
H 3.48358 -4.85402 0.19128
H 1.04806 -4.44951 1.33768
H 1.17834 -4.46967 -0.42782
H 0.32280 -2.27977 -0.31286
H 0.81427 -2.08817 1.38508
H 2.79765 0.80899 -1.44783
H 1.29422 2.55869 -2.43465
*
```

Values from the calculation:
Energy above the lowest of the compared OMol25 structures with the same formula, charge and spin: 45.6 kcal/mol
Electronic energy: -50187.223 eV
LUMO energy: -0.567 eV
SMILES: Cc1csc([C@H](C#N)C(=O)c2ccc(S(=O)(=O)N3CCCC3)cc2)n1
E_HOMO: -9.4 eV

Here are the Mulliken charges for atoms 1 to 8, given in e: -1.19, 0.30, -0.38, -0.13, 0.21, 0.67, -0.09, -0.48

***

5.
DFT (ωB97M-V with the def2-TZVPD basis set) results for a molecular structure, C17H18BBrN6O2Ru in a non-equilibrium geometry.

Structure (ORCA input):
```
! wB97M-V def2-TZVPD RIJCOSX def2/J DEFGRID3
* xyz 2 5
H 0.90126 3.32287 -0.19347
N 0.62419 1.78743 -1.61003
B 0.28448 0.34322 -3.67376
N 0.64612 1.70394 -2.99799
C 0.93094 2.92504 -3.48188
Ru 0.37016 0.21391 -0.42282
H 0.99128 3.06721 -4.55515
C 1.08534 3.81416 -2.42036
H 1.29618 4.86567 -2.45760
C 0.88746 3.07512 -1.25020
H 0.31976 0.40906 -4.86479
C -2.35554 -2.66963 2.09227
H -1.37204 -2.75430 2.56200
H -2.23839 -2.02909 1.21083
H -2.71555 -3.64830 1.77669
N -1.15148 -0.00870 -3.15705
N 1.23529 -0.74832 -3.11147
N -1.35984 -0.09182 -1.79931
N 1.32104 -0.92526 -1.73305
C -2.30796 -0.28401 -3.80739
C 2.00773 -1.67288 -3.69808
H -2.32929 -0.25902 -4.88682
H 2.08494 -1.67690 -4.78092
C -3.27965 -0.55676 -2.85367
C 2.57643 -2.48629 -2.72890
C -2.65716 -0.43598 -1.60677
C 2.11962 -2.00348 -1.49727
H -4.30936 -0.81364 -3.03856
H 3.22715 -3.32788 -2.87477
H -3.04331 -0.57063 -0.61047
H 2.28826 -2.32895 -0.48391
H -3.04393 -2.20837 2.77705
Br 1.13523 3.07340 3.00528
C 0.67732 1.56312 4.07782
C 0.37008 1.70217 5.42867
C 0.14040 0.55875 6.21479
C 0.28953 -0.71853 5.66449
C 0.57520 -0.86741 4.30172
C 0.67855 0.27866 3.50545
C 0.71715 0.16684 2.02707
O 1.74124 -0.11105 1.33284
O -0.39357 0.41030 1.38362
H 0.29644 2.69503 5.85177
H -0.14927 0.67839 7.25888
H 0.18195 -1.61054 6.29582
H 0.70561 -1.84657 3.82933
*
```

Values from the calculation:
Energy above the lowest of the compared OMol25 structures with the same formula, charge and spin: 0.0 kcal/mol
Electronic energy: -104240.483 eV
⟨S²⟩: 6.0330
LUMO energy (alpha / beta): -6.991 / -11.151 eV
E_HOMO (alpha / beta): -14.6 / -14.6 eV

Here are the Mulliken charges for atoms 1 to 8, given in e: 0.31, 0.17, 0.00, -0.05, -0.03, 0.44, 0.49, -1.14

***

6.
DFT (ωB97M-V with the def2-TZVPD basis set) results for a single C17H18BrNO4S molecule in a non-equilibrium geometry.

Structure (ORCA input):
```
! wB97M-V def2-TZVPD RIJCOSX def2/J DEFGRID3
* xyz 0 1
O 1.18897 0.41600 2.52416
C 0.60561 0.68641 1.49222
N 1.19239 0.72347 0.27525
C 2.61123 0.52254 0.08785
C 3.37894 1.85430 -0.03124
C 4.46045 1.58015 -1.07067
C 3.74088 0.69498 -2.08378
C 2.91495 -0.25270 -1.21014
C -0.84592 0.95025 1.46849
C -1.72111 1.11926 2.50821
C -3.00321 1.24669 1.93310
C -2.83118 1.14715 0.57934
C -3.79792 0.99672 -0.51374
S -4.20102 -0.81934 -0.60996
O -5.11439 -1.12300 0.45342
O -4.59064 -1.11801 -1.95985
C -2.61838 -1.59497 -0.25765
C -2.31201 -1.94848 1.04295
C -1.04599 -2.42409 1.33833
C -0.12057 -2.54699 0.31303
Br 1.61947 -3.17088 0.70713
C -0.43966 -2.22692 -0.99911
C -1.70140 -1.73498 -1.28158
O -1.52003 0.97674 0.28857
H 0.65368 1.04305 -0.51503
H 2.94634 -0.03248 0.96756
H 3.77936 2.17764 0.92687
H 2.70089 2.62893 -0.39665
H 4.85463 2.49340 -1.51340
H 5.28441 1.02980 -0.61570
H 4.42776 0.15946 -2.73654
H 3.08586 1.30752 -2.70616
H 3.48743 -1.14974 -0.97896
H 1.99406 -0.56028 -1.70483
H -1.46237 1.14412 3.54612
H -3.93271 1.38589 2.44467
H -4.73858 1.50074 -0.31917
H -3.39011 1.26994 -1.48184
H -3.06581 -1.84185 1.80656
H -0.77588 -2.68380 2.34991
H 0.29130 -2.35930 -1.78189
H -1.98969 -1.46733 -2.28588
*
```

Values from the calculation:
Energy above the lowest of the compared OMol25 structures with the same formula, charge and spin: 14.6 kcal/mol
Electronic energy: -108478.855 eV
LUMO energy: 0.267 eV
SMILES: O=C(NC1CCCC1)c1ccc(CS(=O)(=O)c2ccc(Br)cc2)o1
E_HOMO: -9.0 eV

Here are the Mulliken charges for atoms 1 to 8, given in e: -0.70, -0.15, 0.05, -0.06, -0.86, -0.66, -0.71, -0.51

***

Values for M, g/mol, ordered as above
364.85; 328.80; 316.40; 375.47; 530.16; 412.30